(1)
59
Properties=species:S:1:pos:R:3 method="wB97M-V/def2-TZVPD" e_lumo_ev=-3.9 max_force_ha_per_bohr=0.023 total_charge=+1 de_lowest_kj_mol=143.9 homo_energy_ev=-10.262
Pd -0.97325 -0.85142 -1.13494
C -2.00963 2.19552 0.10702
As -3.13130 0.64070 0.27351
C -4.92194 1.23931 0.60649
C -2.48263 -0.33520 1.80465
O -3.12720 -0.26409 -1.14163
H -2.02019 2.77804 1.02710
H -2.38883 2.79821 -0.71596
H -0.99214 1.86548 -0.10020
H -4.99601 1.71703 1.58169
H -5.58678 0.38040 0.55280
H -5.19440 1.94790 -0.17251
H -2.32485 0.36662 2.62320
H -1.53545 -0.80635 1.54637
H -3.20343 -1.09263 2.10345
C 4.67462 4.10806 6.38965
C 4.08643 3.25952 5.29614
O 2.91801 3.06589 5.11982
S 5.37013 2.57200 4.22868
C 4.37999 1.69585 3.05064
C 3.56546 0.64809 3.46468
C 2.70382 0.05206 2.56186
C 2.66652 0.47809 1.23179
C 3.55704 1.46323 0.80607
C 4.40142 2.07854 1.71601
C 1.64909 -0.02907 0.35186
C 0.74438 -0.39618 -0.35803
H 3.94076 4.24642 7.17961
H 4.93404 5.08492 5.97825
H 5.58421 3.65543 6.78248
H 3.59979 0.31269 4.49212
H 2.04606 -0.74682 2.87849
H 3.57168 1.74807 -0.23748
H 5.06382 2.87255 1.39657
C -2.49875 -5.10342 0.68894
S -2.89384 -3.42553 0.20779
C -3.71357 -3.80476 -1.33990
O -1.55727 -2.83767 -0.18654
H -3.42476 -5.67083 0.77965
H -1.99118 -5.05967 1.65002
H -1.83954 -5.53136 -0.06515
H -4.63380 -4.34901 -1.12945
H -3.03415 -4.39546 -1.95342
H -3.93682 -2.85185 -1.81814
C 1.40673 1.57148 -5.67365
C 0.72132 0.51748 -4.87452
C 0.56841 -0.83646 -5.08007
C -0.18083 -1.31634 -3.99591
N -0.49000 -0.30008 -3.18626
N 0.08096 0.79254 -3.72584
C -0.62404 -2.71723 -3.73642
H 2.05311 1.11366 -6.41743
H 2.00991 2.21441 -5.03247
H 0.67954 2.19759 -6.19263
H 0.96096 -1.41611 -5.89877
H -0.02792 1.68985 -3.28615
H 0.16910 -3.41443 -4.00095
H -1.50370 -2.95270 -4.33746
H -0.86913 -2.86296 -2.68558

---

(2)
55
Properties=species:S:1:pos:R:3 method="wB97M-V/def2-TZVPD" e_lumo_ev=0.5 max_force_ha_per_bohr=0.016 smiles="Cc1n[nH]c(C)c1CN(C)C(=O)[C@H]1CCC(=O)N(CCc2cccc(F)c2)C1" de_lowest_kj_mol=36.6 homo_energy_ev=-8.992
C 3.25283 2.59630 -0.48186
C 3.94218 1.29601 -0.28314
N 5.21921 1.21783 0.04138
N 5.49432 -0.08364 0.15378
C 4.41770 -0.86557 -0.08824
C 4.48247 -2.34914 -0.03906
C 3.38024 0.00021 -0.38451
C 1.97107 -0.34384 -0.73403
N 1.02768 0.19734 0.23852
C 1.15260 -0.39043 1.54882
C 0.14739 1.13915 -0.16974
O 0.10886 1.50084 -1.33240
C -0.74143 1.76640 0.90944
C -1.35100 3.08840 0.44104
C -2.37453 2.85483 -0.65821
C -3.42612 1.83865 -0.29670
O -4.52553 1.82873 -0.82165
N -3.08763 0.90288 0.62330
C -4.08904 -0.09324 0.95917
C -4.23103 -1.15653 -0.14307
C -2.90567 -1.76394 -0.49194
C -2.18222 -1.29742 -1.58365
C -0.95732 -1.84904 -1.91310
C -0.42321 -2.87258 -1.14883
C -1.13737 -3.30894 -0.04881
F -0.61022 -4.28782 0.72721
C -2.36537 -2.77713 0.29169
C -1.85703 0.82456 1.37985
H 2.72682 2.88704 0.42825
H 2.52151 2.52005 -1.28326
H 3.98290 3.36515 -0.71742
H 6.42975 -0.37978 0.38171
H 5.30367 -2.67269 0.59715
H 4.64027 -2.75920 -1.03716
H 3.55431 -2.75979 0.35260
H 1.85325 -1.42983 -0.77719
H 1.70225 0.08523 -1.70209
H 0.71942 -1.39645 1.55773
H 0.67066 0.20305 2.31864
H 2.21390 -0.47244 1.79393
H -0.09592 1.98451 1.76701
H -1.82643 3.57565 1.29645
H -0.56083 3.74257 0.06920
H -1.85990 2.48478 -1.54838
H -2.88148 3.78179 -0.92935
H -5.05198 0.41307 1.07352
H -3.81118 -0.55777 1.90722
H -4.65665 -0.66996 -1.02034
H -4.92325 -1.92392 0.20699
H -2.58879 -0.49854 -2.18425
H -0.41590 -1.48119 -2.77040
H 0.51745 -3.33892 -1.39746
H -2.89385 -3.16084 1.15139
H -2.09212 1.05970 2.43026
H -1.50969 -0.21413 1.33999

---

(3)
64
Properties=species:S:1:pos:R:3 method="wB97M-V/def2-TZVPD" e_lumo_ev=0.5 max_force_ha_per_bohr=0.017 smiles="CCC(=O)N1CCc2cc(S(=O)(=O)N[C@H](CC(C)C)C(=O)N3CCc4ccccc43)ccc21" de_lowest_kj_mol=51.1 homo_energy_ev=-8.291
C -0.09577 3.01256 4.72800
C 0.89702 1.96307 4.22280
C 1.84591 2.58495 3.22679
O 2.92766 3.02351 3.56471
N 1.47257 2.67791 1.91126
C 2.48408 3.22722 1.00015
C 2.02076 2.88488 -0.41677
C 0.68730 2.24392 -0.18898
C -0.19056 1.74911 -1.12391
C -1.39228 1.21566 -0.68623
S -2.51507 0.52316 -1.89600
O -3.71671 1.29904 -1.90806
O -1.78474 0.34623 -3.12174
N -2.94235 -1.00015 -1.37620
C -1.92034 -2.02965 -1.46564
C -2.56066 -3.39788 -1.20494
C -1.72450 -4.58459 -1.69661
C -0.51715 -4.84146 -0.79821
C -2.59950 -5.83671 -1.75154
C -0.85674 -1.70035 -0.41532
O -1.17896 -1.66717 0.76148
N 0.38587 -1.38314 -0.84754
C 0.81854 -1.37227 -2.24831
C 2.25502 -0.82332 -2.24432
C 2.55445 -0.63501 -0.78834
C 3.71454 -0.19465 -0.18855
C 3.75612 -0.09254 1.19608
C 2.64999 -0.43533 1.95442
C 1.47794 -0.88053 1.35999
C 1.44012 -0.97056 -0.02065
C -1.72882 1.22771 0.65053
C -0.83997 1.70930 1.60104
C 0.39805 2.18405 1.18430
H -0.79236 2.56361 5.43234
H 0.44207 3.80964 5.23576
H -0.66014 3.45412 3.90951
H 0.39132 1.10116 3.79094
H 1.50474 1.62414 5.06406
H 2.55867 4.30505 1.16849
H 3.45057 2.78361 1.24966
H 2.70761 2.19569 -0.90940
H 1.92691 3.77350 -1.04182
H 0.02403 1.76769 -2.18024
H -3.40417 -0.97868 -0.47887
H -1.54700 -1.97451 -2.48690
H -3.52308 -3.40044 -1.71980
H -2.74531 -3.49535 -0.13277
H -1.37335 -4.36567 -2.71189
H 0.05404 -5.69132 -1.16617
H -0.84381 -5.06154 0.21561
H 0.14275 -3.97978 -0.75811
H -3.43654 -5.69329 -2.43030
H -2.99199 -6.06639 -0.76364
H -2.02094 -6.69012 -2.09708
H 0.15101 -0.74223 -2.84094
H 0.78934 -2.39201 -2.64442
H 2.95583 -1.52010 -2.70680
H 2.32297 0.12258 -2.78474
H 4.57690 0.06171 -0.78658
H 4.65560 0.25039 1.68400
H 2.70072 -0.35906 3.02993
H 0.62044 -1.15259 1.95054
H -2.69219 0.85560 0.96042
H -1.14630 1.70595 2.63044

---

(4)
64
Properties=species:S:1:pos:R:3 method="wB97M-V/def2-TZVPD" e_lumo_ev="0.2 / 0.2" max_force_ha_per_bohr=0.045 multiplicity=4 s2=3.755 homo_energy_ev="-7.791 / -7.831"
O 0.22277 -0.15648 -5.72878
C 0.03520 1.16866 -6.38281
C -0.20913 0.57183 -7.78321
H 0.94714 1.76790 -6.32120
H -0.84002 1.67695 -5.96827
C 0.01654 -0.77872 -7.03087
H 0.56197 0.82584 -8.50246
H -1.22115 0.72126 -8.14368
C 1.24752 -1.52517 -7.51358
H 2.13184 -0.87199 -7.54953
H 1.07873 -1.92609 -8.51979
H 1.45404 -2.37518 -6.84562
C -1.20638 -1.67694 -7.02254
H -2.10289 -1.12633 -6.69932
H -1.03666 -2.52313 -6.33820
H -1.39045 -2.08302 -8.02326
Nd -0.08729 -0.09712 2.34118
C -2.36564 -0.93182 3.49178
C -2.20983 0.47751 3.69177
C -2.37969 1.12359 2.43117
H -1.89296 0.94778 4.61434
C -2.66275 0.11146 1.44924
C -2.64964 -1.15257 2.11347
H -2.92659 -2.10536 1.66424
H -2.31929 -1.68439 4.27910
H -2.17973 2.17944 2.23140
H -2.91369 0.27766 0.40869
C 0.87340 -2.02148 3.79467
C 0.06359 -2.75361 2.89045
C 0.60315 -2.63006 1.58967
H -0.80358 -3.37479 3.16788
C 1.77851 -1.83199 1.66952
C 1.96168 -1.46638 3.04204
H 2.70475 -0.76011 3.39504
H 0.67804 -1.91299 4.85910
H 0.22231 -3.13228 0.68974
H 2.40121 -1.50749 0.83751
O 0.04553 0.15293 0.01929
C -0.36190 -0.76238 -1.09253
C -0.66040 0.15586 -2.27214
H -1.22480 -1.36096 -0.75033
H 0.47237 -1.45397 -1.27790
C 0.22239 1.39530 -2.00442
H -1.71890 0.46686 -2.19256
H -0.49378 -0.30265 -3.24458
C 0.19736 1.54300 -0.48779
H -0.08142 2.29046 -2.53176
H 1.25731 1.13217 -2.28998
H -0.67226 2.13298 -0.15436
H 1.10820 1.97102 -0.03687
C 0.16363 0.85743 6.26968
C 1.00835 1.49015 5.22122
O 0.69677 1.09779 3.95201
C 0.84117 3.04487 5.24857
F 1.07122 3.55011 6.48313
F 1.66267 3.66061 4.36147
F -0.42812 3.37990 4.88627
C 2.50841 1.11677 5.47138
F 2.96700 1.63151 6.63325
F 2.62657 -0.24821 5.56482
F 3.33532 1.50038 4.46709
H -0.84391 1.29367 6.19726
H 0.65589 1.04534 7.21618
H 0.06033 -0.22531 6.06471

---

(5)
60
Properties=species:S:1:pos:R:3 method="wB97M-V/def2-TZVPD" e_lumo_ev=-3.6 max_force_ha_per_bohr=0.004 total_charge=+1 de_lowest_kj_mol=33.1 homo_energy_ev=-11.279
Pd 0.21070 0.47819 0.12323
C -1.34962 -2.71496 -2.24360
C -1.04660 -1.44505 -1.52881
N 0.04569 -1.20942 -0.90165
N 1.01853 -2.17443 -0.72650
C 2.05745 -1.81588 0.08720
N 2.92266 -2.77496 0.38019
S 2.30318 -0.23144 0.65022
C -2.04475 -0.35077 -1.43345
C -3.33761 -0.51372 -1.87728
C -4.26324 0.49897 -1.63739
C -3.84788 1.64020 -0.98666
C -2.52565 1.73312 -0.56183
N -1.64947 0.76723 -0.77569
H -0.44916 -3.29247 -2.44195
H -1.82377 -2.49150 -3.19819
H -2.05177 -3.32882 -1.67367
H 0.64275 -3.10105 -0.55598
H 2.87173 -3.69228 -0.03090
H 3.66794 -2.58272 1.02814
H -3.64866 -1.43260 -2.35319
H -5.29387 0.36499 -1.93356
H -4.53170 2.45000 -0.77746
H -2.16630 2.59316 -0.01320
C -2.00891 -6.52008 -4.15048
C -2.91271 -5.77091 -3.21079
C -2.88881 -6.03967 -1.84229
C -3.71545 -5.35900 -0.96270
C -4.57940 -4.38675 -1.44813
C -4.62888 -4.11430 -2.80886
C -3.79579 -4.80210 -3.67910
S -5.71917 -3.53575 -0.38233
O -5.84316 -2.21623 -0.94315
O -6.85837 -4.38160 -0.21021
N -5.00791 -3.41346 1.05897
C -4.00262 -2.40814 1.39434
C -2.60835 -2.98505 1.59652
C -1.52838 -1.90295 1.69595
O -0.33608 -2.26969 1.88103
O -1.88875 -0.71220 1.55237
H -2.11219 -7.59640 -4.01138
H -0.96121 -6.26922 -3.97182
H -2.23732 -6.28864 -5.18919
H -2.22198 -6.80498 -1.46221
H -3.69205 -5.58745 0.09483
H -5.32524 -3.37384 -3.18151
H -3.84247 -4.58944 -4.74103
H -5.29995 -4.10205 1.73438
H -4.32609 -1.86118 2.27928
H -3.98737 -1.68062 0.58686
H -2.34584 -3.63289 0.75379
H -2.55039 -3.61990 2.48341
N 0.47562 2.49338 4.08008
C 0.33371 1.63647 3.06246
N 0.22557 0.35090 3.31658
S 0.34344 2.33031 1.48345
H 0.45750 2.18967 5.03843
H 0.62563 3.46864 3.89108
H 0.24268 0.02530 4.27077
H -0.02314 -0.34851 2.61137

---

(6)
100
Properties=species:S:1:pos:R:3 method="wB97M-V/def2-TZVPD" e_lumo_ev="-7.5 / -7.3" max_force_ha_per_bohr=0.119 total_charge=+2 de_lowest_kj_mol=422.8 multiplicity=2 s2=1.102 homo_energy_ev="-11.238 / -12.007"
P 1.36742 0.95993 -3.26204
C 3.03293 1.41769 -3.23701
C 3.83951 0.80762 -4.22145
H 3.43503 -0.01155 -4.81347
C 5.11063 1.31834 -4.40358
H 5.74159 0.87961 -5.17215
C 5.57508 2.36325 -3.60188
H 6.58861 2.73663 -3.75507
C 4.78751 2.90197 -2.58061
H 5.16001 3.69282 -1.94038
C 3.51298 2.41488 -2.36773
H 2.88195 2.78504 -1.56280
C 0.98509 -0.68392 -3.74623
C 1.64554 -1.83443 -3.24248
H 2.42236 -1.72644 -2.48444
C 1.34669 -3.08452 -3.76942
H 1.86217 -3.95876 -3.37030
C 0.42239 -3.23462 -4.81030
H 0.16250 -4.22979 -5.20078
C -0.23779 -2.10298 -5.30170
H -0.95396 -2.18696 -6.12440
C 0.00236 -0.85001 -4.74524
H -0.49614 0.03437 -5.13635
C 0.27253 2.27175 -3.72404
C 0.70196 2.94539 -4.88666
H 1.63486 2.61325 -5.34846
C -0.07936 3.95806 -5.42386
H 0.24849 4.42841 -6.34783
C -1.26928 4.35059 -4.79496
H -1.87008 5.13720 -5.25085
C -1.66306 3.71510 -3.61574
H -2.57315 4.00819 -3.10856
C -0.91900 2.67509 -3.08566
H -1.25051 2.20431 -2.16737
V 0.25129 0.21211 1.54848
C -1.38165 -1.16583 1.21435
C -1.87191 -1.40903 -0.03375
H -1.80286 -1.73751 2.07727
C -1.10300 -0.72279 -1.16107
O -2.11025 -0.24438 -2.10849
H -1.76571 0.44719 -2.69321
C -0.40910 0.34201 -0.45109
H -0.34545 -1.40378 -1.64243
C 0.50004 1.13924 0.01678
Cl 2.22797 1.43258 2.32017
P -1.37264 2.00694 2.03115
P 1.58373 -1.83267 1.70941
C -0.81617 3.02054 3.42457
H 0.16943 3.42285 3.16530
H -0.74143 2.34891 4.28211
H -1.56076 3.80741 3.56788
C -1.50673 3.21170 0.66996
H -2.18714 2.82807 -0.10360
H -0.51739 3.41816 0.23230
H -1.92445 4.12537 1.10861
C -3.12327 1.63769 2.35405
H -3.23447 0.90485 3.15881
H -3.59645 1.24520 1.43772
H -3.62942 2.57624 2.62001
C 2.45035 -2.00883 3.27767
H 1.70598 -2.14780 4.07428
H 3.00849 -1.07375 3.47627
H 3.15978 -2.85413 3.22978
C 0.93610 -3.52747 1.43999
H 0.57721 -3.66437 0.40865
H 0.11829 -3.75557 2.13102
H 1.76030 -4.23428 1.60805
C 2.90119 -1.76329 0.46943
H 3.30604 -0.74683 0.39299
H 2.52685 -2.08618 -0.51007
H 3.68380 -2.45869 0.80310
P -3.21704 -2.49423 -0.54494
C -3.72829 -3.42090 0.83948
C -2.50498 -3.48595 -1.84931
H -4.01185 -2.73544 1.65425
H -2.91049 -4.05804 1.20981
H -4.58756 -4.03630 0.53758
H -2.09642 -2.85942 -2.66223
H -3.29102 -4.16308 -2.22668
H -1.66274 -4.07161 -1.43115
C -4.51888 -1.51827 -1.18859
H -4.86327 -0.82532 -0.41613
H -5.34386 -2.15496 -1.53043
H -4.12137 -0.89448 -1.99054
H 1.15997 1.78812 -0.55407
C -1.32981 0.63614 6.81784
C -0.11432 -0.06951 6.20465
C 1.14216 0.64437 6.72006
C -0.10845 -1.49425 6.76597
C -0.15070 -0.07198 4.75114
C -0.17472 -0.06705 3.52410
H -1.26439 0.56939 7.91471
H -2.25698 0.13031 6.52047
H -1.35770 1.70336 6.56561
H 1.14971 0.63260 7.81985
H 2.05101 0.13182 6.38544
H 1.14540 1.69831 6.41520
H -1.01275 -2.03603 6.46212
H 0.79803 -2.03854 6.47673
H -0.11322 -1.44453 7.86642